C84H188As3Cl2F18N10 | ωB97M-V with the def2-TZVPD basis set

```
305
C84H188As3Cl2F18N10, DFT ωB97M-V with the def2-TZVPD basis set
C -2.0230 3.8204 4.2103
C -2.7350 2.9089 5.2343
C -3.9899 2.2853 4.5444
N -5.1243 1.7035 5.5535
C -4.5105 0.7051 6.5446
C -5.8309 2.8761 6.3305
C -7.2218 3.0587 5.6807
C -7.1760 2.2692 4.3825
C -6.2486 1.1176 4.6416
H -2.7574 4.6141 4.0738
H -1.8134 3.3673 3.2413
H -1.0903 4.2652 4.5573
H -3.2002 3.3055 6.1368
H -2.1517 2.0367 5.5295
H -3.7508 1.4465 3.8907
H -4.5507 2.9509 3.8882
H -5.3166 0.4403 7.2288
H -3.7663 1.1998 7.1687
H -4.1600 -0.0961 5.8940
H -5.8960 2.5863 7.3792
H -5.2863 3.7931 6.1052
H -7.9315 2.5648 6.3445
H -7.3933 4.1270 5.5485
H -8.1443 1.8382 4.1279
H -6.8815 2.8143 3.4856
H -6.6232 0.3473 5.3156
H -5.8707 0.5067 3.8218
C 0.5472 -0.2540 -9.5020
C 1.3550 1.0544 -9.2147
C 1.0692 1.7356 -7.7707
N 1.7111 3.1210 -7.6199
C 0.8219 4.0740 -8.4726
C 3.2479 3.2815 -7.7833
C 3.5939 4.5995 -7.0582
C 2.5045 4.8290 -6.0604
C 1.6554 3.5620 -6.1442
H -0.5098 0.0081 -9.4556
H 0.7558 -1.1066 -8.8558
H 0.8439 -0.5871 -10.4965
H 1.1264 1.7445 -10.0268
H 2.4014 0.7541 -9.2679
H 1.4499 0.9795 -7.0841
H -0.0031 1.8793 -7.6380
H 1.1071 5.1209 -8.3688
H -0.2025 4.1237 -8.1034
H 0.6988 3.6915 -9.4859
H 3.3706 3.3869 -8.8613
H 3.8403 2.4567 -7.3871
H 3.5809 5.4271 -7.7674
H 4.4931 4.5988 -6.4420
H 1.9212 5.7374 -6.2108
H 3.0028 4.8742 -5.0920
H 0.5972 3.6010 -5.8857
H 2.2477 2.7596 -5.7043
C 0.2681 0.7768 -3.5559
C -0.5256 0.7170 -2.1998
C 0.2238 -0.1430 -1.1722
N -0.3243 -0.1077 0.2945
C -1.7769 -0.6274 0.3302
C -0.3470 1.3207 0.9056
C 0.0889 1.2248 2.3038
C 1.1698 0.1850 2.1554
C 0.6211 -0.8871 1.2847
H 0.5574 -0.2545 -3.7576
H 1.1362 1.4322 -3.4850
H -0.2224 1.0883 -4.4781
H -1.5499 0.3647 -2.3219
H -0.6770 1.7503 -1.8876
H 1.2986 -0.0033 -1.0567
H 0.0282 -1.1779 -1.4533
H -2.2323 -0.4241 1.2995
H -1.8388 -1.7065 0.1895
H -2.3258 -0.1898 -0.5035
H -1.3428 1.7530 0.8074
H 0.4207 1.8609 0.3517
H -0.6753 0.8908 3.0056
H 0.4334 2.1823 2.6942
H 1.3964 -0.1762 3.1586
H 2.1203 0.4857 1.7146
H -0.1335 -1.5319 1.7353
H 1.3874 -1.4618 0.7645
C -7.8337 1.0608 0.3492
C -6.7180 1.4820 -0.6499
C -6.6585 2.9916 -0.9308
N -5.5125 3.4352 -1.9176
C -4.0711 3.0794 -1.2930
C -5.7184 2.9534 -3.4125
C -5.1775 4.1086 -4.3106
C -5.7972 5.3031 -3.5877
C -5.5666 5.0077 -2.1868
H -7.6045 1.5431 1.2994
H -7.9059 -0.0089 0.5456
H -8.8505 1.3520 0.0858
H -6.7842 1.0436 -1.6457
H -5.7583 1.1330 -0.2688
H -6.2396 3.4711 -0.0461
H -7.5694 3.5114 -1.2277
H -3.2069 3.4002 -1.8745
H -4.0252 1.9906 -1.2704
H -3.9422 3.3682 -0.2499
H -5.2234 2.0024 -3.6087
H -6.7973 2.8126 -3.4792
H -4.1141 4.2919 -4.4649
H -5.5381 4.1250 -5.3391
H -5.2224 6.1765 -3.8955
H -6.8435 5.3809 -3.8834
H -4.5864 5.3666 -1.8730
H -6.2846 5.4970 -1.5287
C 6.6613 -3.6063 5.7631
C 5.3242 -3.8655 5.0700
C 4.0563 -3.9768 5.9699
N 2.6719 -3.8835 5.1850
C 2.3514 -2.5287 4.4995
C 1.5625 -4.1122 6.2514
C 0.4285 -4.8019 5.4926
C 1.0492 -5.4990 4.3416
C 2.5250 -5.0585 4.1907
H 7.1611 -4.4688 6.2039
H 6.4945 -2.9237 6.5963
H 7.3757 -3.0164 5.1888
H 5.3913 -4.7449 4.4296
H 5.1638 -3.0577 4.3559
H 3.8903 -3.0616 6.5382
H 4.1282 -4.8959 6.5516
H 2.1582 -1.7783 5.2661
H 1.3991 -2.6863 3.9933
H 3.1199 -2.2731 3.7699
H 1.3435 -3.2236 6.8434
H 2.0617 -4.8364 6.8951
H -0.2414 -4.0418 5.0906
H -0.1947 -5.5369 6.0020
H 0.3931 -5.5737 3.4744
H 0.9939 -6.5082 4.7497
H 2.8448 -4.8192 3.1765
H 3.0490 -5.9613 4.5047
C -1.1773 -2.1706 -6.0613
C -1.6232 -3.0385 -4.9536
C -2.6202 -4.1988 -5.4247
N -2.9021 -5.2660 -4.2964
C -3.3890 -4.6366 -2.9691
C -3.8163 -6.3196 -4.8805
C -3.2914 -7.6731 -4.1839
C -1.9614 -7.3277 -3.4032
C -1.5728 -5.9762 -4.0226
H -1.9587 -1.6031 -6.5667
H -0.7277 -2.7882 -6.8388
H -0.3948 -1.4925 -5.7208
H -2.3480 -2.5446 -4.3065
H -0.8523 -3.2999 -4.2286
H -2.1005 -4.6545 -6.2675
H -3.6530 -3.9234 -5.6378
H -2.5465 -4.0171 -2.6616
H -3.6445 -5.4036 -2.2380
H -4.3296 -4.1593 -3.2442
H -4.8047 -5.9951 -4.5552
H -3.7607 -6.2665 -5.9678
H -4.0423 -8.0232 -3.4757
H -3.2227 -8.4688 -4.9258
H -2.0657 -7.4206 -2.3222
H -1.1699 -8.0490 -3.6067
H -0.9015 -5.3939 -3.3915
H -1.0405 -6.0509 -4.9709
C 3.5434 -2.2215 -1.8507
C 3.1137 -2.9342 -3.1189
C 4.2584 -2.7786 -4.1264
N 3.9048 -3.0480 -5.6436
C 3.7522 -4.5525 -5.9167
C 5.0059 -5.4528 -5.7100
C 6.2062 -4.8436 -6.6252
C 6.3481 -3.3193 -6.2788
C 5.0104 -2.5388 -6.5309
C 2.4935 -2.4391 -6.1585
H 2.7601 -2.3431 -1.1025
H 3.6214 -1.1549 -2.0615
H 4.5409 -2.4939 -1.5059
H 2.2288 -2.4167 -3.4894
H 2.8367 -3.9722 -2.9348
H 5.0716 -3.4592 -3.8744
H 4.5779 -1.7392 -4.0505
H 2.8992 -4.8793 -5.3220
H 3.5527 -4.6106 -6.9867
H 5.3274 -5.6373 -4.6850
H 4.7680 -6.4013 -6.1915
H 7.2085 -5.2630 -6.5379
H 5.8601 -4.8688 -7.6585
H 6.5374 -3.2012 -5.2119
H 7.1802 -2.7791 -6.7304
H 5.0523 -1.4507 -6.4824
H 4.7174 -2.6966 -7.5688
H 2.3347 -1.4285 -5.7822
H 1.7167 -3.0662 -5.7210
H 2.6111 -2.5753 -7.2336
C -1.3480 0.9170 8.9367
C 0.1728 0.9661 8.8766
C 0.7899 1.2042 7.4225
N 2.2970 1.2237 7.3574
C 2.7848 1.3776 5.8759
C 4.2951 1.2921 5.6792
C 4.8785 -0.0233 6.3430
C 4.3916 -0.1552 7.8304
C 2.9106 -0.1036 7.8860
C 2.8685 2.3782 8.2204
H -1.8003 0.2098 8.2414
H -1.8240 1.8597 8.6667
H -1.6898 0.6420 9.9345
H 0.4472 0.0262 9.3555
H 0.4278 1.7686 9.5688
H 0.4423 2.0898 6.8905
H 0.4016 0.4020 6.7949
H 2.2574 0.5835 5.3475
H 2.2823 2.3195 5.6556
H 4.4800 1.2659 4.6053
H 4.7533 2.2270 6.0018
H 4.3513 -0.8207 5.8193
H 5.9519 -0.0396 6.1540
H 4.6878 -1.1311 8.2150
H 4.8057 0.5887 8.5109
H 2.5118 -0.8108 7.1587
H 2.5041 -0.2715 8.8833
H 3.8711 2.5782 7.8425
H 2.8548 1.9546 9.2246
H 2.1947 3.2305 8.1329
C 2.3364 8.4994 -1.1776
C 3.4526 7.4419 -0.8904
C 3.1143 6.0968 -1.5227
N 4.2706 5.1321 -1.4696
C 5.0192 4.8041 -0.1267
C 4.2103 4.0458 0.8659
C 3.6020 2.7382 0.3126
C 2.7748 3.0750 -0.9344
C 3.6748 3.7644 -1.9561
C 5.3755 5.4077 -2.5352
H 1.4837 8.1284 -0.6090
H 2.0482 8.5284 -2.2284
H 2.6043 9.5416 -1.0040
H 3.4072 7.2475 0.1812
H 4.4162 7.8963 -1.1207
H 2.7117 6.2044 -2.5299
H 2.3195 5.6857 -0.9003
H 5.4260 5.7453 0.2430
H 5.8903 4.1819 -0.3315
H 3.5475 4.8151 1.2622
H 4.8718 3.7541 1.6817
H 2.9189 2.2745 1.0242
H 4.3068 2.0104 -0.0895
H 1.9686 3.7386 -0.6219
H 2.3367 2.1890 -1.3939
H 3.2790 3.9726 -2.9501
H 4.5806 3.1853 -2.1356
H 4.9578 5.4497 -3.5411
H 6.1015 4.5961 -2.4860
H 5.9864 6.2354 -2.1749
C -1.9892 -7.7906 0.9357
C -2.6232 -6.5529 1.7067
C -3.2812 -5.5204 0.8212
N -3.9695 -4.2582 1.4000
C -4.3895 -3.3697 0.1574
C -5.2589 -2.1715 0.6333
C -6.4426 -2.5710 1.5133
C -5.9825 -3.4058 2.8092
C -5.1975 -4.6378 2.2769
C -2.9014 -3.4492 2.2124
H -1.3664 -7.3428 0.1613
H -2.7515 -8.4422 0.5085
H -1.2323 -8.3190 1.5153
H -1.8840 -6.1182 2.3796
H -3.3856 -6.8824 2.4126
H -4.0979 -5.8700 0.1896
H -2.5472 -5.0775 0.1480
H -4.9633 -4.0100 -0.5126
H -3.5478 -2.9721 -0.4095
H -5.8657 -1.8534 -0.2144
H -4.6585 -1.3056 0.9123
H -7.2647 -3.0951 1.0259
H -6.9245 -1.7214 1.9969
H -6.7963 -3.7319 3.4569
H -5.3011 -2.8248 3.4307
H -5.8951 -5.2164 1.6714
H -4.7684 -5.3371 2.9946
H -2.0174 -3.4773 1.5754
H -2.7219 -4.0934 3.0731
H -3.2926 -2.4423 2.3581
Cl -4.3141 -0.6930 -2.5785
Cl 0.1061 -4.0220 -0.8054
As -0.8822 5.1264 -3.3072
F -1.8772 3.7920 -4.0160
F -2.3558 6.1915 -3.3032
F 0.0636 6.3928 -2.6106
F 0.5536 4.0769 -3.4264
F -0.6782 5.7736 -4.9668
F -1.3556 4.5942 -1.6481
As 5.2702 -0.7982 1.7239
F 5.9762 0.8217 1.2651
F 4.2447 -0.7190 0.2988
F 4.7596 -2.4899 2.0363
F 6.4655 -0.7947 3.1005
F 3.9934 -0.2360 2.8037
F 6.6384 -1.4148 0.6487
As 2.3057 5.7159 4.8086
F 3.8341 4.7057 4.9166
F 2.9079 6.9184 5.9991
F 0.8688 6.6858 4.5871
F 1.5631 4.5123 3.6613
F 1.5115 4.9396 6.1861
F 3.0758 6.5876 3.4718
```

The net charge is +5. As for the gap between HOMO and LUMO: 7.3 eV. The max |F| comes out at 5.35 eV Å⁻¹.